No. 1
{"formula": "C34H71N7O19", "method": "ωB97M-V/def2-TZVPD", "multiplicity": 1, "homo_lumo_gap_ev": 3.149, "elements": ["N", "H", "H", "H", "H", "C", "N", "C", "C", "C", "C", "O", "H", "H", "H", "H", "H", "H", "H", "H", "H", "H", "H", "H", "H", "H", "C", "C", "O", "O", "H", "H", "H", "C", "O", "H", "H", "H", "C", "N", "O", "O", "H", "H", "H", "C", "N", "O", "O", "H", "H", "H", "C", "C", "C", "O", "C", "N", "H", "H", "H", "H", "H", "H", "H", "H", "H", "H", "H", "C", "C", "C", "O", "C", "N", "H", "H", "H", "H", "H", "H", "H", "H", "H", "H", "H", "C", "C", "C", "O", "C", "N", "H", "H", "H", "H", "H", "H", "H", "H", "H", "H", "H", "C", "C", "C", "O", "C", "C", "C", "O", "O", "O", "H", "H", "H", "H", "C", "C", "C", "O", "C", "C", "C", "O", "O", "O", "H", "H", "H", "H"], "xyz": [[7.2689, -1.8576, -1.0253], [8.2218, -1.8755, -0.6908], [7.1029, -0.9833, -1.5030], [6.7580, -1.8892, -0.1547], [6.8421, -2.6776, -1.4322], [-0.2278, 0.9796, -0.0363], [0.4858, 1.4261, 1.2453], [-0.2298, 2.5631, 1.9352], [0.3258, 0.1076, 2.1814], [2.0387, 1.9032, 0.9911], [2.8305, 2.5934, 2.1307], [2.6706, 1.6903, 3.1841], [-0.6879, 1.8737, -0.4572], [-1.0075, 0.2350, 0.1242], [0.5723, 0.6944, -0.7194], [-0.1443, 3.4963, 1.3785], [0.1352, 2.6850, 2.9550], [-1.2366, 2.1932, 2.1295], [-0.7143, -0.1521, 2.3780], [0.7373, 0.3786, 3.1537], [0.8389, -0.7591, 1.7647], [1.9303, 2.6425, 0.1975], [2.5552, 1.0838, 0.4914], [2.4905, 3.5547, 2.5159], [3.8904, 2.6808, 1.8918], [2.9767, 0.8114, 2.9485], [3.5326, 1.1477, -5.3006], [4.5873, 2.1034, -4.8299], [5.4107, 1.6958, -3.9231], [4.5809, 3.3155, -5.3368], [2.5152, 1.5153, -5.1665], [3.5631, 0.2473, -4.6871], [3.4661, 0.8852, -6.3565], [4.6074, -3.7357, 4.0824], [5.0512, -2.6622, 3.2728], [4.9745, -4.7051, 3.7453], [5.1129, -3.7532, 5.0479], [3.5290, -3.7716, 4.2369], [11.4656, 2.3168, 0.9884], [12.4926, 3.3324, 0.4425], [12.6624, 4.3041, 1.0682], [13.1930, 3.0113, -0.4252], [10.5735, 2.3937, 0.3667], [11.2588, 2.6394, 2.0088], [11.9034, 1.3214, 1.0643], [1.3907, 9.0260, 6.5245], [0.3886, 8.6302, 5.4580], [-0.5817, 8.0001, 5.7922], [0.6888, 8.8914, 4.2506], [1.8477, 8.1751, 7.0295], [0.8766, 9.6936, 7.2161], [2.1775, 9.6766, 6.1427], [-8.1163, -3.3186, -1.3369], [-7.5193, -3.6743, 0.0540], [-7.4719, -2.5534, 1.0832], [-6.6808, -1.4714, 0.5559], [-7.0996, -0.1643, 1.0429], [-8.3345, -4.7636, 0.5730], [-8.4527, -4.2619, -1.7671], [-7.4941, -2.8017, -2.0676], [-9.0432, -2.7626, -1.1959], [-6.4850, -4.0139, -0.0022], [-7.1113, -2.8987, 2.0522], [-8.5057, -2.2280, 1.1995], [-8.1744, -0.1012, 0.8734], [-6.6493, 0.6506, 0.4760], [-7.0939, -0.1204, 2.1320], [-7.7739, -5.4019, 1.1192], [-8.6318, -5.3892, -0.1620], [-0.9955, -9.2589, 1.3913], [0.1555, -9.1717, 0.4798], [0.0467, -9.6976, -0.9522], [-0.2018, -11.1249, -1.1091], [0.7813, -11.9418, -0.5539], [0.4855, -7.7898, 0.4228], [-1.8481, -8.6648, 1.0624], [-0.8734, -8.8941, 2.4111], [-1.1786, -10.3180, 1.5728], [0.9458, -9.6260, 1.0774], [0.8794, -9.3932, -1.5863], [-0.8995, -9.4456, -1.4309], [1.7783, -11.8016, -0.9715], [0.5066, -12.9742, -0.7700], [0.8637, -11.7805, 0.5210], [0.5969, -7.4900, 1.3809], [1.4373, -7.5592, 0.1757], [-1.4570, -5.6350, -6.7996], [-2.9451, -5.3583, -7.0489], [-3.2380, -4.1727, -7.9305], [-2.8487, -2.9558, -7.3733], [-3.6688, -2.6623, -6.2151], [-3.4320, -6.5518, -7.7348], [-1.3194, -6.6220, -6.3580], [-0.9406, -4.9095, -6.1711], [-0.9459, -5.6859, -7.7610], [-3.4089, -5.2543, -6.0679], [-4.2450, -4.1581, -8.3475], [-2.4899, -4.2564, -8.7188], [-4.6966, -2.9652, -6.4150], [-3.5949, -1.6160, -5.9184], [-3.4524, -3.1974, -5.2904], [-3.0637, -7.3837, -7.2962], [-3.1636, -6.7452, -8.6891], [-0.8486, 9.4359, -4.6994], [0.4657, 9.0927, -4.8920], [1.3641, 9.7304, -5.8513], [2.6561, 9.6468, -5.6860], [0.6169, 10.6196, -6.7667], [-0.7038, 10.9688, -6.6560], [-1.5492, 10.4101, -5.4970], [-2.7280, 10.6829, -5.3006], [-1.2142, 11.9080, -7.5611], [0.9957, 8.0829, -4.1341], [-1.3674, 8.8402, -3.9629], [1.1333, 11.0356, -7.6191], [-0.5460, 12.0778, -8.2291], [1.9035, 7.8838, -4.3745], [-0.3205, 3.0871, 9.1442], [-1.5828, 2.7994, 8.6919], [-2.7631, 3.6622, 8.8785], [-3.8154, 3.6071, 8.1980], [-2.4469, 4.7469, 9.8840], [-1.2078, 4.9654, 10.3395], [-0.0267, 4.1432, 10.0674], [1.1424, 4.3268, 10.5503], [-0.8789, 6.0007, 11.1082], [-1.7625, 1.7659, 7.9064], [0.3896, 2.2922, 8.9698], [-3.2126, 5.4780, 10.0979], [-1.6216, 6.4115, 11.5568], [-2.6954, 1.5407, 7.9323]], "mulliken_charge": [-0.515, 0.383, 0.359, 0.348, 0.380, -0.800, 0.077, -1.025, -1.073, -0.708, -0.457, -0.519, 0.367, 0.314, 0.379, 0.363, 0.408, 0.449, 0.419, 0.469, 0.416, 0.496, 0.428, 0.306, 0.330, 0.346, -0.774, 0.521, -0.732, -0.735, 0.220, 0.260, 0.248, -0.592, -0.887, 0.182, 0.197, 0.154, -0.715, 0.926, -0.536, -0.537, 0.267, 0.315, 0.280, -0.681, 0.796, -0.487, -0.497, 0.278, 0.281, 0.309, -1.275, 0.609, -0.787, -0.306, -0.776, -0.730, 0.385, 0.288, 0.315, 0.263, 0.294, 0.325, 0.332, 0.273, 0.318, 0.247, 0.223, -1.538, 0.801, -0.638, -0.339, -0.675, -0.817, 0.382, 0.417, 0.295, 0.191, 0.321, 0.261, 0.290, 0.260, 0.252, 0.287, 0.249, -1.383, 0.734, -0.844, -0.370, -0.764, -0.721, 0.390, 0.312, 0.308, 0.131, 0.410, 0.398, 0.349, 0.290, 0.259, 0.253, 0.249, -0.651, 0.642, 0.311, -0.598, -0.747, 0.944, 0.329, -0.549, -0.470, -0.510, 0.406, 0.244, 0.304, 0.344, -0.560, 0.455, 0.507, -0.597, -0.865, 0.751, 0.441, -0.587, -0.444, -0.483, 0.418, 0.313, 0.322, 0.329]}

No. 2
{"formula": "C34H72Cl2N4O6S", "method": "ωB97M-V/def2-TZVPD", "multiplicity": 1, "homo_lumo_gap_ev": 9.217, "smiles": "CCCCCCC[C@@]1(Cl)NC(=O)[C@@](S)(CCCCCC)[C@]1(CC(=O)Cl)C[C@H](C)O.COC[C@@H](C)N.COC[C@@H](C)N.COC[C@@H](C)N", "elements": ["C", "C", "C", "C", "C", "C", "C", "C", "Cl", "N", "C", "O", "C", "S", "C", "C", "C", "C", "C", "C", "C", "C", "C", "O", "Cl", "C", "C", "C", "O", "H", "H", "H", "H", "H", "H", "H", "H", "H", "H", "H", "H", "H", "H", "H", "H", "H", "H", "H", "H", "H", "H", "H", "H", "H", "H", "H", "H", "H", "H", "H", "H", "H", "H", "H", "H", "H", "H", "H", "C", "O", "C", "C", "C", "N", "H", "H", "H", "H", "H", "H", "H", "H", "H", "H", "H", "C", "O", "C", "C", "C", "N", "H", "H", "H", "H", "H", "H", "H", "H", "H", "H", "H", "C", "O", "C", "C", "C", "N", "H", "H", "H", "H", "H", "H", "H", "H", "H", "H", "H"], "xyz": [[0.0248, 0.3679, 4.5568], [0.2288, 1.8529, 4.2850], [1.3309, 2.1263, 3.2524], [1.1074, 3.4315, 2.4881], [2.2363, 3.8314, 1.5263], [2.0942, 3.3784, 0.0530], [1.3274, 2.0727, -0.1015], [1.3433, 1.4173, -1.4729], [1.1987, 2.7124, -2.7787], [2.6474, 0.8245, -1.7438], [2.4662, -0.2009, -2.6560], [3.1225, -0.4506, -3.6323], [1.2909, -0.9516, -2.0998], [0.6536, -2.2401, -3.2008], [1.8684, -1.6571, -0.8281], [3.2063, -2.3422, -1.0422], [3.6048, -3.1917, 0.1840], [5.0338, -2.9504, 0.6671], [5.2784, -1.4989, 1.1212], [5.4173, -1.3568, 2.6321], [0.2799, 0.2483, -1.7273], [-0.4921, -0.3154, -0.4872], [-1.8581, 0.2345, -0.1597], [-2.8597, -0.0225, -0.7367], [-1.9554, 1.1858, 1.3376], [-0.6768, 0.4269, -2.9388], [-1.6162, 1.6490, -3.1846], [-1.8943, 2.6386, -2.0429], [-2.8517, 1.1578, -3.7069], [-0.1357, -0.1367, 3.6011], [-0.8508, 0.1932, 5.1839], [0.8982, -0.0597, 5.0506], [-0.7045, 2.3060, 3.9378], [0.5034, 2.3584, 5.2150], [2.2908, 2.2210, 3.7702], [1.4034, 1.2748, 2.5707], [0.1425, 3.4036, 1.9761], [1.0188, 4.2195, 3.2435], [2.2851, 4.9218, 1.5206], [3.1883, 3.4792, 1.9298], [3.1026, 3.2212, -0.3411], [1.6321, 4.1802, -0.5197], [1.8061, 1.3365, 0.5530], [0.3054, 2.1744, 0.2461], [3.3475, 1.5075, -2.0075], [1.6888, -2.2136, -4.0504], [1.9526, -0.9574, 0.0054], [1.1528, -2.4297, -0.5320], [3.1519, -2.9863, -1.9212], [3.9906, -1.6008, -1.2082], [3.4466, -4.2502, -0.0332], [2.9355, -2.9532, 1.0204], [5.2096, -3.6064, 1.5253], [5.7513, -3.2562, -0.0987], [6.1829, -1.1101, 0.6457], [4.4686, -0.8508, 0.7706], [5.6497, -0.3225, 2.8989], [4.4891, -1.6136, 3.1478], [6.2267, -1.9797, 3.0133], [-0.7088, -1.3581, -0.7258], [0.1056, -0.2582, 0.4176], [-0.0637, 0.3084, -3.8318], [-1.3408, -0.4371, -2.9038], [-1.2069, 2.2065, -4.0218], [-1.2797, 2.5040, -1.1612], [-1.7328, 3.6622, -2.3796], [-2.9399, 2.5560, -1.7466], [-3.1885, 0.4818, -3.1082], [-4.0747, 1.7737, 6.3509], [-3.1631, 0.9879, 7.0934], [-2.3042, 1.7053, 7.9572], [-2.9326, 2.1620, 9.2789], [-3.8839, 3.3485, 9.1546], [-3.6162, 1.0759, 9.9847], [-3.6239, 2.7243, 6.0481], [-4.9948, 1.9727, 6.9047], [-4.3334, 1.2074, 5.4566], [-1.4927, 1.0115, 8.1903], [-1.8587, 2.5559, 7.4209], [-2.0966, 2.4826, 9.9087], [-4.8636, 3.0420, 8.7896], [-4.0354, 3.8037, 10.1324], [-3.4879, 4.1102, 8.4804], [-2.9536, 0.3395, 10.2060], [-4.2786, 0.6483, 9.3439], [-8.4268, 0.3078, -3.7975], [-7.4466, 0.7510, -2.8824], [-7.3654, 0.0281, -1.6728], [-6.5986, -1.2966, -1.7509], [-7.3556, -2.4259, -2.4433], [-5.2812, -1.1492, -2.3745], [-9.3298, -0.0302, -3.2783], [-8.0599, -0.4983, -4.4378], [-8.6830, 1.1561, -4.4310], [-6.8261, 0.6863, -0.9872], [-8.3718, -0.1285, -1.2581], [-6.4319, -1.6036, -0.7131], [-7.3161, -2.3280, -3.5280], [-6.9029, -3.3843, -2.1915], [-8.4034, -2.4517, -2.1378], [-4.7217, -0.5027, -1.8258], [-5.4173, -0.6983, -3.2760], [3.4883, -4.1715, -6.9428], [3.5483, -3.3673, -5.7828], [4.8171, -3.2802, -5.1653], [5.8065, -2.3022, -5.8134], [6.4275, -2.7934, -7.1174], [5.2198, -0.9783, -6.0219], [4.1357, -5.0496, -6.8497], [3.7655, -3.6171, -7.8429], [2.4572, -4.5060, -7.0519], [4.6094, -2.9182, -4.1548], [5.2606, -4.2828, -5.0757], [6.6182, -2.1874, -5.0873], [5.7437, -2.6693, -7.9571], [7.3209, -2.2124, -7.3435], [6.7106, -3.8463, -7.0563], [4.9137, -0.6171, -5.1227], [4.3575, -1.0985, -6.5461]], "mulliken_charge": [-1.197, -0.521, 0.329, -0.721, -1.007, -0.828, 0.040, 1.496, -0.211, 0.161, -1.373, -0.756, 2.390, -0.193, -1.615, -0.320, -1.035, -0.987, 0.568, -1.496, 1.276, -1.231, -0.245, -0.491, -0.098, -2.173, -0.071, -1.510, -0.631, 0.188, 0.273, 0.373, 0.306, 0.360, 0.381, -0.347, 0.216, 0.562, 0.424, 0.391, 0.181, 0.459, -0.618, -0.085, 0.526, 0.207, -0.261, 0.788, 0.301, 0.350, 0.446, 0.393, 0.505, 0.319, 0.300, -0.438, 0.391, 0.317, 0.390, 0.486, 0.748, 0.476, 1.025, 0.748, 0.437, 0.203, 0.377, 0.200, -0.694, -0.402, -0.542, 0.263, -1.403, -0.719, 0.305, 0.254, 0.279, 0.340, 0.353, 0.405, 0.304, 0.346, 0.341, 0.272, 0.307, -0.683, -0.373, -0.707, 0.332, -1.528, -0.566, 0.317, 0.239, 0.259, 0.319, 0.446, 0.445, 0.293, 0.374, 0.363, 0.211, 0.344, -0.799, -0.203, -0.182, 0.289, -1.511, -0.750, 0.346, 0.251, 0.247, -0.176, 0.502, 0.386, 0.290, 0.379, 0.343, 0.307, 0.336]}